The following is a quantum chemistry calculation of a cluster of 5 separate species, C42H75BrFN3O13PS5 in total in a non-equilibrium geometry, from OMol25.

Summary:
- LUMO (eV) = -1.7
- max |F| (eV Å⁻¹) = 1.7
- total energy (eV) = -212074.130
- 2S+1 = 1
- charge = +1
- Kohn-Sham gap (hartree) = 0.3120

XYZ file:
```
141
Properties=species:S:1:pos:R:3:forces:R:3:mulliken_charge:R:1
C 3.766797 0.894670 -0.527063 -0.521 0.220 -0.177 -0.492
C 2.593097 0.746125 -0.723387 0.427 -0.105 0.840 -1.745
C 1.209475 0.419582 -0.986045 0.329 0.144 -0.490 -0.212
N 0.161868 0.271162 0.101751 -0.364 -0.030 -0.156 1.565
C -1.121091 0.193755 -0.782465 -0.305 0.548 -0.104 -2.639
C -1.685599 1.366938 -1.588792 -0.083 -0.066 -0.562 1.481
C -2.633360 0.746647 -2.650457 -0.152 0.439 0.271 -1.400
C -4.034001 1.348731 -2.573317 -0.045 -0.238 -0.178 -0.738
N -4.806402 0.732422 -1.515168 0.275 0.426 -0.343 0.468
C -5.370264 1.391095 -0.465585 0.005 0.510 0.206 -0.284
C -5.979323 0.484496 0.336937 -0.383 -0.192 0.612 -0.582
C -5.794628 -0.778830 -0.251228 -0.312 -0.492 0.383 -0.813
C -5.078366 -0.597531 -1.389472 0.235 -0.336 -0.253 -0.553
C -0.018033 1.466876 1.121136 0.703 0.284 0.797 3.449
C -0.123005 2.795850 0.387307 -0.353 0.128 -0.372 -2.139
C 1.083194 1.744628 2.198440 0.123 0.249 0.375 -1.360
C 2.424973 2.421221 1.921645 0.561 0.317 -0.491 -0.516
C 2.721220 3.462991 2.986030 0.069 0.267 -0.012 -0.359
N 2.201263 4.768655 2.790865 -0.403 -0.576 -0.522 -0.388
O 3.384297 3.193888 3.947155 -0.073 -0.172 0.514 -0.564
C -1.270325 1.150318 2.011492 -0.477 -0.544 0.236 -0.890
C -2.593411 1.840484 1.745026 -0.295 0.029 0.509 -0.510
C -2.659279 3.297697 2.176727 -0.028 -0.040 -0.511 -0.245
F -3.891550 3.549207 2.755866 -0.040 0.013 0.142 -0.443
O -1.586523 -0.239004 2.061681 -0.114 0.181 -0.881 -0.323
C -0.488271 -1.096308 2.143564 0.322 -0.197 -0.168 -0.991
P -1.250492 -2.578781 2.989561 -0.731 0.627 1.413 0.205
O -0.151600 -3.719054 3.173407 0.397 -0.002 -0.337 -0.502
O -2.367583 -3.180394 2.063517 0.339 -0.371 -0.633 -0.289
S -1.898400 -1.928260 4.690441 0.273 -0.084 -0.264 -0.439
C 0.283844 -1.155600 0.798302 -0.161 -0.824 0.402 2.843
C -0.380561 -2.232699 -0.120982 0.227 -0.239 0.060 -3.023
O 0.005754 -3.490024 0.369951 -0.342 -0.011 0.032 -0.208
C -0.394488 -4.548564 -0.484058 -0.171 0.153 -0.261 -0.946
C 1.665085 -1.813173 1.093915 0.724 0.435 0.014 -0.713
Br 2.930150 -0.983866 2.363112 -0.146 0.064 0.022 -0.024
C 2.502870 -2.366094 -0.060698 0.237 -0.227 -0.085 -0.088
C 3.051676 -3.768100 0.237942 0.317 0.153 0.177 -1.668
H 4.787298 1.101755 -0.315304 0.152 -0.035 -0.049 0.458
H 1.208502 -0.529512 -1.513156 -0.094 -0.154 0.028 0.952
H 0.837068 1.140017 -1.705744 -0.204 0.143 0.085 1.041
H -1.927347 -0.189778 -0.175825 -0.014 -0.141 0.226 0.830
H -0.879356 -0.508284 -1.562870 0.145 -0.361 0.152 1.007
H -2.277256 2.063747 -1.018646 -0.043 0.019 0.381 -1.186
H -0.953553 1.967680 -2.119202 0.267 -0.007 0.070 0.546
H -2.241293 0.912870 -3.649028 0.150 -0.143 -0.106 0.380
H -2.741552 -0.319685 -2.469541 0.090 -0.192 -0.260 0.536
H -4.548404 1.247204 -3.526796 -0.071 -0.096 -0.076 0.555
H -3.975839 2.410007 -2.364894 -0.027 0.249 -0.029 -0.010
H -5.326741 2.456335 -0.337132 0.164 0.158 -0.244 0.323
H -6.502571 0.690958 1.251336 -0.079 0.094 0.097 0.520
H -6.163138 -1.718555 0.114614 -0.025 -0.130 0.043 0.481
H -4.761356 -1.336967 -2.100612 0.102 0.054 -0.234 0.502
H 0.199217 3.601873 1.032474 0.169 0.049 0.147 0.536
H 0.494580 2.858757 -0.496761 0.275 0.034 -0.126 0.459
H -1.125351 3.055712 0.094509 -0.197 -0.077 -0.149 -0.817
H 0.553117 2.486944 2.798742 -0.236 0.050 -0.078 0.848
H 1.206585 0.952516 2.924302 0.134 -0.391 -0.175 0.791
H 2.484616 2.919094 0.957928 -0.215 0.033 -0.211 0.215
H 3.261391 1.740436 1.955842 -0.015 -0.372 -0.022 0.404
H 1.403045 4.950606 3.386729 0.280 0.290 0.327 0.295
H 1.928196 4.881035 1.820416 -0.150 0.146 0.059 -0.040
H -1.024367 1.402845 3.043036 0.272 0.193 0.016 1.169
H -3.006898 1.683398 0.758878 0.068 -0.015 -0.275 -1.164
H -3.290584 1.330304 2.410839 -0.024 -0.131 0.066 0.987
H -1.874366 3.543569 2.891090 -0.004 0.049 0.196 0.243
H -2.588893 3.975894 1.329439 0.134 0.181 -0.063 0.163
H 0.224141 -0.809338 2.921706 -0.030 0.277 0.106 0.073
H 0.087762 -3.723277 4.111808 -0.011 -0.135 0.066 0.342
H -2.252050 -4.141828 1.896962 -0.237 -0.002 0.074 0.227
H -1.464413 -2.170123 -0.100954 -0.177 0.104 -0.016 1.100
H -0.025451 -2.149784 -1.147981 -0.042 0.096 -0.177 0.938
H -1.291901 -4.301763 -1.050473 -0.147 0.097 0.049 0.477
H 0.396479 -4.791270 -1.193916 0.187 -0.046 0.008 0.270
H -0.633762 -5.401180 0.134837 0.204 -0.200 0.168 0.189
H 1.403359 -2.650942 1.722662 -0.389 -0.078 -0.110 0.767
H 1.949447 -2.392703 -0.996286 -0.162 -0.016 0.009 0.215
H 3.355085 -1.721465 -0.233352 -0.043 0.223 -0.150 0.480
H 4.100593 -3.694647 0.509837 0.124 -0.081 0.028 0.311
H 3.007414 -4.410480 -0.635143 -0.050 -0.089 -0.099 0.415
H 2.538816 -4.252823 1.064664 -0.220 -0.072 -0.019 0.262
C 3.140420 7.296265 -2.915038 -0.032 0.029 0.100 -0.578
C 3.545816 8.214006 -1.752407 0.000 -0.076 -0.019 -0.598
C 2.969170 7.607780 -0.465361 0.096 0.216 -0.079 -0.832
S 2.870354 5.837987 -0.757794 0.143 0.125 -0.170 1.242
O 1.477510 5.434176 -0.734920 0.002 -0.106 0.127 -0.580
O 3.815780 5.133289 0.069645 -0.094 -0.189 0.087 -0.713
C 3.444894 5.874705 -2.450232 -0.066 0.130 -0.200 -0.769
H 3.679872 7.536407 -3.828757 0.007 0.004 -0.012 0.373
H 2.072565 7.399898 -3.118382 -0.001 -0.022 -0.019 0.282
H 4.633532 8.256995 -1.683038 0.011 -0.015 0.004 0.298
H 3.186830 9.230842 -1.896074 -0.003 0.015 0.008 0.327
H 3.601683 7.773202 0.402911 -0.042 -0.076 0.063 0.391
H 1.959812 7.959721 -0.261707 -0.035 -0.081 -0.005 0.409
H 2.930795 5.102047 -3.017277 -0.015 -0.055 0.083 0.405
H 4.515777 5.676674 -2.428834 0.011 -0.017 0.042 0.377
C -4.412883 -8.788969 0.163099 0.101 0.033 -0.049 -0.582
C -2.934120 -9.202426 0.195676 -0.053 0.041 0.028 -0.737
C -2.096366 -7.925470 0.037482 -0.002 -0.277 0.028 -0.619
S -3.106233 -6.595739 0.707785 -0.123 -0.277 -0.031 1.334
O -3.440706 -5.676821 -0.351766 0.044 0.129 0.035 -0.733
O -2.497168 -6.087383 1.922901 0.066 0.381 -0.113 -0.854
C -4.534973 -7.589540 1.099393 -0.097 -0.188 0.004 -0.808
H -5.066598 -9.599641 0.476993 -0.011 -0.009 0.005 0.379
H -4.698312 -8.499969 -0.850066 -0.028 0.010 0.003 0.287
H -2.708767 -9.673340 1.153500 0.005 0.011 0.016 0.308
H -2.696631 -9.920515 -0.586255 0.004 -0.006 -0.011 0.348
H -1.160983 -7.965308 0.590406 0.008 0.099 0.005 0.403
H -1.903533 -7.687022 -1.006766 -0.052 0.074 -0.004 0.407
H -5.429582 -6.990853 0.947408 0.050 0.096 0.007 0.424
H -4.452549 -7.882174 2.145829 0.030 0.026 0.013 0.369
C -4.689220 7.591269 -1.230235 -0.002 -0.103 0.007 -0.828
C -3.996105 6.508101 -0.390257 0.013 0.018 -0.046 -0.799
C -4.217486 5.170716 -1.107112 0.058 0.101 0.248 0.665
S -4.389552 5.560578 -2.859762 0.145 0.069 0.152 1.206
O -5.722757 5.217301 -3.274028 -0.009 -0.097 -0.094 -0.669
O -3.241657 5.053108 -3.572604 -0.057 -0.109 -0.040 -0.665
C -4.270606 7.336011 -2.676056 -0.020 0.165 0.129 -0.715
H -4.408666 8.592258 -0.908830 -0.004 0.015 0.002 0.413
H -5.772500 7.499333 -1.135568 -0.014 0.014 -0.017 0.319
H -2.926732 6.723111 -0.329421 -0.001 -0.003 -0.027 0.310
H -4.382640 6.472747 0.627015 -0.006 0.001 0.007 0.410
H -3.378406 4.486719 -0.992616 -0.019 -0.055 -0.068 -0.550
H -5.140464 4.688025 -0.791088 -0.042 0.025 -0.075 0.135
H -4.912694 7.807788 -3.415612 -0.005 -0.075 -0.057 0.448
H -3.230979 7.612816 -2.847922 0.014 -0.032 -0.030 0.331
C 7.517775 -6.533174 0.993172 0.014 0.010 -0.088 -0.569
C 8.549318 -6.922346 -0.075588 -0.032 0.059 0.017 -0.633
C 8.347401 -5.982281 -1.271293 0.092 -0.221 0.054 -0.653
S 7.682451 -4.452598 -0.595673 0.116 -0.046 0.065 1.144
O 6.342731 -4.264240 -1.099760 -0.084 0.045 -0.002 -0.604
O 8.652448 -3.396566 -0.710140 -0.059 0.089 -0.043 -0.692
C 7.583578 -5.013202 1.103073 -0.030 -0.170 0.110 -0.651
H 7.725877 -7.008813 1.949790 0.001 -0.009 0.009 0.355
H 6.518889 -6.839562 0.675379 -0.016 0.011 0.014 0.283
H 9.555721 -6.797069 0.326559 0.005 0.020 0.009 0.299
H 8.444980 -7.962715 -0.377458 0.008 -0.012 -0.007 0.331
H 9.273457 -5.750429 -1.790004 -0.025 0.078 -0.041 0.347
H 7.615037 -6.368524 -1.976981 -0.057 0.064 0.006 0.365
H 6.713132 -4.562206 1.573662 -0.001 0.078 -0.060 0.356
H 8.493019 -4.685318 1.604964 0.015 0.031 -0.019 0.332
```
Forces are in eV/Å.